Molecular formula: C24H27N5O2S
Method: DFT, ωB97M-V/def2-TZVPD

Positions of all 59 atoms, in Å:
C -2.196 2.000 4.413
H -2.736 2.501 3.613
H -2.551 0.975 4.488
H -2.423 2.501 5.351
C -0.691 2.043 4.154
C -0.305 1.592 2.767
C 0.842 2.115 2.179
C 1.269 1.685 0.938
C 0.536 0.726 0.255
C -0.613 0.199 0.823
C -1.023 0.628 2.071
H -1.917 0.202 2.498
H -1.181 -0.547 0.289
N 0.984 0.253 -1.009
C 0.903 0.978 -2.139
O 1.277 0.561 -3.229
C 0.303 2.327 -2.007
C 0.683 3.426 -2.746
S -0.311 4.733 -2.303
N -1.149 3.777 -1.232
N -0.733 2.598 -1.186
H 1.462 3.498 -3.475
C 1.605 -1.078 -1.062
C 2.428 -1.313 0.173
C 3.797 -1.061 0.142
N 4.592 -1.178 1.188
C 4.061 -1.567 2.334
C 2.716 -1.862 2.481
C 1.882 -1.727 1.384
H 0.832 -1.958 1.462
H 2.323 -2.186 3.433
H 4.750 -1.645 3.165
H 4.279 -0.744 -0.775
H 2.264 -1.067 -1.941
C 0.503 -2.134 -1.326
O 0.183 -3.000 -0.541
N -0.058 -1.953 -2.530
H 0.272 -1.202 -3.122
C -1.229 -2.687 -2.974
C -2.480 -2.215 -2.225
H -2.314 -2.162 -1.151
H -3.295 -2.914 -2.414
C -2.772 -0.859 -2.864
H -3.815 -0.568 -2.748
H -2.159 -0.087 -2.395
C -2.380 -1.028 -4.343
H -3.265 -1.111 -4.973
H -1.809 -0.168 -4.692
C -1.542 -2.319 -4.422
H -0.633 -2.186 -5.007
H -2.120 -3.123 -4.879
H -1.039 -3.754 -2.824
H 2.168 2.089 0.495
H 1.413 2.866 2.704
C 0.053 1.175 5.176
H -0.180 1.499 6.188
H 1.128 1.246 5.027
H -0.240 0.133 5.068
H -0.352 3.078 4.275

Molar mass   449.58 Da
Total energy   -1753.2184 a.u.
Multiplicity   1
Lowest unoccupied orbital energy   0.0 eV
SMILES   CC(C)c1ccc(N(C(=O)c2csnn2)[C@H](C(=O)NC2CCCC2)c2cccnc2)cc1
Strongest force on any atom   1.7 eV Å⁻¹

Atomic partial charges in e from the natural (NBO) method, atoms 1 to 8: C -0.603; H 0.216; H 0.201; H 0.213; C -0.242; C -0.005; C -0.152; C -0.256

Molecular formula: C24H27NO2
Method: DFT, ωB97M-V/def2-TZVPD

Positions of all 54 atoms, in Å:
O -0.071 3.085 -2.246
C 1.091 2.314 -2.070
C 0.949 1.041 -2.908
O 2.087 0.240 -2.687
C 2.044 -1.072 -3.051
C 3.126 -1.851 -2.636
C 3.178 -3.194 -2.944
C 2.154 -3.786 -3.668
C 1.087 -3.014 -4.090
C 1.026 -1.663 -3.790
H 0.187 -1.082 -4.140
H 0.288 -3.464 -4.661
H 2.192 -4.838 -3.905
H 4.018 -3.786 -2.613
H 3.910 -1.375 -2.070
H 0.852 1.307 -3.969
H 0.036 0.523 -2.587
C 1.263 1.944 -0.592
N 1.041 3.121 0.231
H 1.831 3.753 0.135
C 0.826 2.806 1.638
C -0.620 2.330 1.880
H -1.133 2.311 0.919
H -1.134 3.050 2.519
C -0.702 0.947 2.547
C -0.293 -0.147 1.584
C -1.129 -0.507 0.532
C -0.746 -1.480 -0.373
C 0.480 -2.112 -0.241
C 1.315 -1.766 0.806
C 0.928 -0.795 1.715
H 1.586 -0.539 2.534
H 2.271 -2.256 0.917
H 0.781 -2.868 -0.950
H -1.406 -1.750 -1.185
H -2.088 -0.021 0.423
C -2.073 0.620 3.094
C -3.242 1.189 2.606
C -4.474 0.823 3.123
C -4.557 -0.120 4.132
C -3.398 -0.698 4.622
C -2.170 -0.330 4.106
H -1.269 -0.786 4.490
H -3.452 -1.436 5.409
H -5.519 -0.403 4.534
H -5.373 1.278 2.733
H -3.205 1.927 1.820
H -0.001 0.941 3.390
H 1.538 2.042 1.986
H 1.012 3.717 2.210
H 0.500 1.208 -0.335
H 2.247 1.479 -0.439
H 1.971 2.880 -2.416
H -0.186 3.578 -1.417

Molar mass   361.48 Da
Total energy   -1135.9704 a.u.
Multiplicity   1
Lowest unoccupied orbital energy   0.8 eV
SMILES   O[C@@H](CNCCC(c1ccccc1)c1ccccc1)COc1ccccc1
Strongest force on any atom   0.6 eV Å⁻¹

Atomic partial charges in e from the natural (NBO) method, atoms 1 to 8: O -0.730; C 0.083; C -0.072; O -0.502; C 0.311; C -0.262; C -0.194; C -0.253

Molecular formula: C24H27NO5
Method: DFT, ωB97M-V/def2-TZVPD

Positions of all 57 atoms, in Å:
C -3.422 -4.710 1.384
C -3.547 -3.207 1.607
C -2.284 -2.433 1.233
H -1.431 -2.835 1.785
H -2.413 -1.390 1.532
C -1.981 -2.488 -0.271
C -0.803 -1.620 -0.596
C 0.445 -2.139 -0.709
C 1.612 -1.328 -0.877
C 2.876 -1.833 -1.042
C 4.028 -1.001 -1.139
O 5.137 -1.352 -1.489
C 3.802 0.459 -0.612
C 2.480 1.016 -1.126
O 2.397 2.037 -1.767
C 1.350 0.086 -0.923
C 0.082 0.555 -0.852
N -0.993 -0.260 -0.685
C -2.272 0.350 -0.577
C -2.533 1.202 0.486
C -3.762 1.825 0.603
C -4.749 1.604 -0.355
C -4.471 0.763 -1.436
C -3.245 0.148 -1.552
H -3.029 -0.475 -2.407
H -5.237 0.619 -2.182
O -5.987 2.152 -0.338
C -6.326 3.035 0.707
H -7.348 3.349 0.505
H -5.673 3.913 0.717
H -6.286 2.537 1.681
H -3.936 2.481 1.440
H -1.766 1.379 1.225
H -0.114 1.615 -0.914
C 4.969 1.375 -0.943
H 4.846 2.329 -0.435
H 5.898 0.903 -0.635
H 4.992 1.546 -2.015
O 3.772 0.238 0.821
C 2.968 0.963 1.577
O 2.125 1.719 1.158
C 3.252 0.723 3.043
C 4.502 1.507 3.448
H 5.357 1.175 2.866
H 4.714 1.352 4.502
H 4.353 2.571 3.276
H 3.419 -0.343 3.199
H 2.391 1.054 3.624
H 3.025 -2.896 -1.152
H 0.578 -3.208 -0.639
H -2.869 -2.172 -0.818
H -1.746 -3.513 -0.558
H -4.390 -2.820 1.030
H -3.760 -3.024 2.663
H -3.324 -4.944 0.327
H -2.553 -5.101 1.908
H -4.305 -5.219 1.761

Molar mass   409.48 Da
Total energy   -1361.6972 a.u.
Multiplicity   1
Lowest unoccupied orbital energy   0.3 eV
SMILES   CCCCC1=CC2=CC(=O)[C@](C)(OC(=O)CC)C(=O)C2=CN1c1ccc(OC)cc1
Strongest force on any atom   1.1 eV Å⁻¹

Atomic partial charges in e from the natural (NBO) method, atoms 1 to 8: C -0.609; C -0.391; C -0.384; H 0.204; H 0.207; C -0.452; C 0.252; C -0.233

Molecular formula: C24H28BiFN5O4
Method: DFT, ωB97M-V/def2-TZVPD

Positions of all 63 atoms, in Å:
Bi 0.271 3.517 -1.525
C 4.708 3.769 -0.026
C 3.231 3.887 0.170
O 2.440 3.481 -0.721
N 2.786 4.438 1.292
C 1.370 4.554 1.616
C 0.694 5.709 0.912
C 0.586 6.955 1.492
C -0.076 7.972 0.819
C -0.632 7.717 -0.424
C -0.494 6.456 -0.956
N 0.168 5.478 -0.307
H 4.918 3.132 -0.878
H 5.190 3.371 0.867
H 5.126 4.761 -0.222
H 3.465 4.771 1.960
H 1.279 4.676 2.691
H 0.875 3.616 1.359
H 1.001 7.124 2.477
H -0.167 8.953 1.268
H -1.174 8.475 -0.970
H -0.931 6.208 -1.919
C -4.373 -2.542 -1.210
C -3.994 -1.884 0.105
N -2.830 -0.968 -0.038
C -3.066 0.327 -0.188
C -2.082 1.289 -0.338
C -2.590 2.697 -0.462
O -3.723 2.958 -0.177
O -1.750 3.602 -0.967
C -0.746 0.895 -0.280
O 0.284 1.712 -0.352
C -0.471 -0.504 -0.121
C 0.852 -0.987 -0.085
C 1.094 -2.313 0.042
F 2.365 -2.748 0.000
C 0.060 -3.277 0.150
C -1.239 -2.802 0.104
C -1.520 -1.435 -0.025
N 0.338 -4.626 0.279
C 1.465 -5.175 1.023
C 2.335 -6.045 0.134
N 1.471 -7.141 -0.446
C 0.272 -6.586 -1.176
C -0.522 -5.669 -0.251
H -5.220 -3.208 -1.046
H -3.553 -3.126 -1.632
H -4.672 -1.795 -1.946
H -3.758 -2.608 0.880
H -4.816 -1.280 0.481
H -4.100 0.649 -0.170
H 1.681 -0.300 -0.188
H -2.051 -3.506 0.205
H 1.066 -5.788 1.842
H 2.069 -4.401 1.480
H 3.150 -6.508 0.686
H 2.737 -5.478 -0.704
H 1.156 -7.755 0.309
H 2.020 -7.728 -1.076
H -0.331 -7.421 -1.526
H 0.657 -6.035 -2.031
H -0.959 -6.254 0.567
H -1.341 -5.253 -0.831

Molar mass   678.50 Da
Total energy   -1819.7799 a.u.
Multiplicity   1
Lowest unoccupied orbital energy   -7.9 eV
Total charge   +3
Strongest force on any atom   0.4 eV Å⁻¹

Atomic partial charges in e from the natural (NBO) method, atoms 1 to 8: Bi 2.078; C -0.713; C 0.743; O -0.760; N -0.553; C -0.271; C 0.221; C -0.213

Ordered HOMO energy results: -8.9; -8.5; -7.4; -16.1; unit eV.
Ordered Kohn-Sham gap results: 8.95; 9.29; 7.69; 8.15; unit eV.